DFT (ωB97M-V with the def2-TZVPD basis set) results for a molecular structure, C20H33CoF4N6Te.

Expectation value of S² ... 0.8096
Total energy ... -3160.4087 hartree
Maximum force ... 0.46 eV Å⁻¹
Total charge ... +1
E_LUMO (alpha / beta) ... -3.49 / -2.65 eV
2S+1 ... 2
Orbital gap (alpha / beta) ... 7.16 / 8.10 eV

Structure (XYZ):
```
65
C20H33CoF4N6Te, DFT ωB97M-V with the def2-TZVPD basis set
H -1.515 3.463 -0.306
H 3.162 0.440 2.746
Co 0.113 -0.199 0.406
C 1.881 2.056 1.292
C -0.692 0.660 -4.269
C 0.916 0.434 -2.539
N 0.143 -0.848 2.166
C -2.947 -2.824 2.128
H 2.578 -1.561 -0.356
H 2.126 3.072 -0.627
C 3.484 -0.955 -0.398
C 3.195 0.484 0.016
H 0.873 0.592 3.558
H -4.167 -3.513 3.765
N 2.050 0.620 0.948
H -3.111 3.577 0.487
H -0.870 0.519 -5.334
H 4.078 0.911 0.506
H -2.192 -2.149 -3.274
C 0.830 -1.168 -4.280
H 2.992 1.106 -0.849
H 1.184 2.100 2.126
H 4.220 -1.432 0.247
H -2.349 2.834 3.160
H 0.479 2.510 -0.290
H 3.876 -0.994 -1.415
C -2.442 2.938 -0.085
C -2.459 -2.360 4.380
C 0.120 -1.805 -2.109
C -1.827 -2.118 1.770
C -1.479 -1.550 -3.841
H 1.925 0.109 -2.307
H 0.653 -1.308 -5.346
H 1.134 3.923 0.542
C -1.336 -1.638 4.012
N -0.031 -0.362 -1.691
C -0.959 -1.504 2.675
H 2.841 2.437 1.658
F -3.698 -3.368 1.166
F -1.521 -1.992 0.438
H -0.674 2.976 2.558
H 1.848 -1.487 -4.051
C 1.172 -0.332 3.050
Te -2.070 1.202 1.083
F -0.617 -1.044 4.983
H -1.665 -1.696 -4.904
C -1.416 0.057 -2.102
N 0.682 0.256 -3.955
C -3.289 -2.963 3.458
H 1.132 -2.124 -1.868
H 0.803 1.485 -2.278
H -2.134 -0.522 -1.518
C 1.381 2.933 0.156
N -0.116 -1.991 -3.524
C -1.480 2.289 2.802
H -1.159 1.572 3.556
H 1.429 -1.046 3.833
H -0.822 1.716 -4.029
H -2.940 2.634 -1.003
F -2.746 -2.444 5.679
C 2.391 -0.110 2.194
H 2.800 -1.079 1.916
H -0.587 -2.402 -1.539
H -1.515 1.115 -1.864
N -1.668 -0.132 -3.512
```

DFT (ωB97M-V with the def2-TZVPD basis set) results for a molecular structure, C20H33F9N2O5SV.

Energy above the lowest of the compared OMol25 structures with the same formula, charge and spin ... 0.379 eV
Expectation value of S² ... 2.0284
Total energy ... -3508.4810 hartree
Maximum force ... 1.14 eV Å⁻¹
Total charge ... +1
E_LUMO (alpha / beta) ... -2.44 / -2.44 eV
2S+1 ... 3
Orbital gap (alpha / beta) ... 8.56 / 8.94 eV

Structure (XYZ):
```
71
C20H33F9N2O5SV, DFT ωB97M-V with the def2-TZVPD basis set
F -2.562 1.813 2.103
C 0.941 3.145 0.004
H 0.065 -3.957 -2.817
H -2.704 -1.575 -1.860
H -0.222 1.145 -6.106
H 3.176 1.544 -3.367
H 1.388 2.817 2.407
F -3.310 -1.789 3.507
F -4.185 0.919 3.212
H 4.254 3.649 -2.054
O 1.011 1.007 -0.996
S -1.751 0.700 -3.518
H -1.839 -2.300 -3.232
F -1.720 -0.333 3.463
O 0.017 2.547 0.875
H 1.903 0.752 5.446
C 3.378 1.320 -2.318
H 1.670 3.751 0.547
H -2.959 -3.265 -2.282
H 0.755 1.924 4.815
H 2.713 4.432 -1.716
O -1.646 0.759 -2.010
H -1.095 -4.968 -1.955
H 0.857 -1.350 4.616
C -4.363 -1.247 1.036
C 3.397 3.650 -1.387
H 3.751 3.867 -0.380
H 2.459 1.962 4.291
C 1.622 1.315 4.561
C -2.442 -1.183 2.699
O 0.438 -0.081 1.480
C -2.207 -2.478 -2.214
C -3.605 0.970 2.011
O -2.303 -0.286 0.463
F -1.594 -2.099 2.235
C 1.606 2.090 -0.871
F -4.786 -0.809 -0.146
C 0.498 2.230 2.166
C 0.296 1.296 -5.156
H 0.793 -2.123 -0.481
C -1.057 -2.890 -1.301
H 0.419 -1.525 -2.100
C -1.566 2.426 -4.066
H 1.365 1.247 -5.366
F -4.466 1.514 1.155
H -2.288 2.584 -4.867
F -5.388 -1.186 1.892
C 0.761 0.738 2.352
H 0.517 2.870 -3.688
C -0.027 -1.775 -1.123
H 0.381 3.813 -0.658
H -0.281 2.512 2.876
H -0.061 3.450 -5.246
C -0.129 2.626 -4.537
C -0.114 0.226 -4.152
H -1.868 3.025 -3.208
H 0.415 -4.490 -1.174
H 1.266 -1.639 2.915
H 4.453 1.324 -2.153
H 2.972 0.344 -2.069
N 2.769 2.330 -1.455
C 1.510 -1.054 3.794
H -0.166 -0.786 -4.548
H 0.525 0.228 -3.268
H -1.480 -3.126 -0.319
V -0.596 0.017 -0.338
C -3.126 -0.422 1.516
N 1.315 0.363 3.500
F -4.015 -2.532 0.892
C -0.382 -4.150 -1.838
H 2.549 -1.222 4.079
```

DFT (ωB97M-V with the def2-TZVPD basis set) results for a gas-phase ion, C20H33N2O (charge +1).

Structure (SMILES) ... CCCCN(C)C(=O)[C@H]1CC[N@H+](CCCc2ccccc2)CC1
Energy above the lowest of the compared OMol25 structures with the same formula, charge and spin ... 0.192 eV
Total energy ... -966.4627 hartree
Maximum force ... 0.74 eV Å⁻¹
Total charge ... +1
E_LUMO ... -2.04 eV
2S+1 ... 1
Orbital gap ... 9.79 eV

Structure (XYZ):
```
56
C20H33N2O, DFT ωB97M-V with the def2-TZVPD basis set
H -2.072 -1.580 1.327
H -2.242 0.641 2.335
C 3.045 1.758 0.940
N 1.803 1.642 0.149
H 4.329 0.229 0.103
H -2.729 -2.935 -0.729
C 2.326 -2.830 -1.387
H 2.750 2.086 1.940
H -4.109 -2.312 -1.621
H 3.663 2.542 0.491
H 4.041 -1.767 -0.707
C 0.596 0.671 -1.726
H -4.377 1.518 -0.171
H 2.341 1.986 -1.852
C 3.157 -0.719 1.662
C 0.429 -2.815 0.070
C 1.110 -1.991 0.951
H -3.141 2.544 -0.890
C -0.559 1.540 -1.188
C -2.941 0.372 1.539
H -4.823 -0.946 0.261
H 1.095 0.953 0.612
H 0.636 -1.680 1.869
H 4.715 0.757 1.723
H 2.476 -0.386 2.448
H -3.463 0.923 -1.551
N -2.439 0.955 0.299
H -0.568 -3.150 0.312
C -0.033 2.955 -0.909
C 3.012 -2.022 -0.497
C 1.076 2.934 0.150
H 0.454 -0.362 -1.403
H -3.911 0.819 1.760
H -4.534 -2.576 0.837
H -2.743 -1.256 -1.252
C -3.061 -1.154 1.497
C 1.028 -3.224 -1.109
H 3.906 -1.359 2.137
C 1.958 1.168 -1.236
C -1.126 0.952 0.104
C 2.405 -1.572 0.672
H -1.339 1.593 -1.945
H 2.668 0.343 -1.266
C -3.395 1.514 -0.635
H -0.838 3.606 -0.566
C 3.887 0.490 1.064
H 1.785 3.743 -0.042
H 2.812 -3.167 -2.290
C -4.042 -1.686 0.444
O -0.347 0.513 0.966
H -3.387 -1.463 2.491
H 0.342 3.370 -1.846
H 0.496 -3.863 -1.796
H 0.588 0.680 -2.815
H 0.654 3.079 1.147
C -3.364 -2.064 -0.869
```

DFT (ωB97M-V with the def2-TZVPD basis set) results for a single C20H33N5O4 molecule.

Structure (SMILES) ... CCO[C@H]1CCN(C(=O)CO[C@H]2C[C@@H](NC(=O)CCc3ncnn3C)C2)C[C@@H]1C
Energy above the lowest of the compared OMol25 structures with the same formula, charge and spin ... 0.301 eV
Total energy ... -1356.6467 hartree
Maximum force ... 0.24 eV Å⁻¹
Total charge ... 0
E_LUMO ... 0.66 eV
2S+1 ... 1
Orbital gap ... 9.78 eV

Structure (XYZ):
```
62
C20H33N5O4, DFT ωB97M-V with the def2-TZVPD basis set
C -1.681 1.059 -2.402
H 2.990 -1.063 -4.847
O -3.132 3.203 3.564
C 3.461 -3.837 -1.890
C -2.247 2.549 0.770
C 1.436 -2.129 -5.905
O 1.635 -2.262 2.310
H 1.514 -1.530 -6.812
N -1.326 1.178 -1.097
H -5.042 2.894 -1.583
H 1.416 0.770 -0.080
H -2.294 1.701 5.580
C -1.784 1.109 4.826
H -3.519 0.873 1.303
H -0.955 -0.300 6.282
H -4.040 4.043 -2.491
O -0.247 -0.534 3.069
H 4.465 -3.439 -2.062
H -0.006 0.199 1.193
N 2.202 -1.113 0.441
H 1.232 0.733 2.338
H -4.000 4.043 -0.716
C 0.015 0.025 4.348
H -1.303 2.256 1.231
N -2.634 0.991 3.652
H 3.089 -2.961 0.707
H -2.425 0.198 3.063
H 1.474 0.356 -2.512
H 1.360 -0.420 -4.599
C 2.376 -1.614 -2.386
C -4.088 3.419 -1.602
C -2.177 2.082 -0.641
H 2.021 -3.039 -6.036
C -3.084 2.110 3.028
C 0.611 -0.119 2.038
H 0.176 2.003 5.276
H -4.352 2.436 1.335
H -0.230 2.144 3.550
H 0.503 -0.856 -1.673
C 1.521 -0.487 -1.819
H 3.094 -4.248 -2.828
C 2.067 0.001 -0.483
H -1.787 -1.153 4.957
H 1.537 -3.165 -1.200
C 3.050 -2.184 -0.052
N -2.682 1.823 -2.773
H 0.998 -0.295 4.703
C 1.522 -1.275 1.609
H -2.305 3.637 0.833
C 1.937 -1.347 -4.712
H 0.392 -2.409 -5.763
O 1.810 -2.162 -3.564
H -1.188 0.394 -3.093
C -1.212 -0.268 5.225
H 3.542 -4.649 -1.165
H 3.382 -1.222 -2.622
C 2.534 -2.745 -1.376
H 4.066 -1.793 -0.194
C -3.414 1.928 1.560
H 3.057 0.452 -0.625
C -0.342 1.528 4.443
N -2.991 2.478 -1.632
```

DFT (ωB97M-V with the def2-TZVPD basis set) results for a molecular structure, C20H34BCdO10.

Energy above the lowest of the compared OMol25 structures with the same formula, charge and spin ... 3.554 eV
Total energy ... -1727.1286 hartree
Maximum force ... 7.56 eV Å⁻¹
Total charge ... +1
E_LUMO ... -2.00 eV
2S+1 ... 1
Orbital gap ... 9.11 eV

Structure (XYZ):
```
66
C20H34BCdO10, DFT ωB97M-V with the def2-TZVPD basis set
C -2.773 -1.001 2.663
H 2.813 -0.912 1.550
O -0.644 3.609 0.339
H -3.410 -0.540 1.909
C 1.695 -4.442 0.055
O 3.926 1.559 -2.173
C 2.412 0.389 -3.696
O 1.444 -1.955 0.033
C -1.592 0.239 -1.242
H -1.314 -1.679 5.098
O 0.726 1.925 0.879
C 2.810 0.766 -2.290
C -1.301 -0.605 2.622
H 1.088 -4.610 0.944
C -1.593 4.443 0.932
H 5.407 1.912 -3.384
C -3.717 0.297 -2.364
H 0.677 -4.716 -2.961
H -3.526 -1.554 4.584
H 2.751 -4.580 0.287
H -2.030 1.189 -3.228
C 1.317 -5.303 -1.108
C -1.367 4.432 2.410
C 1.524 -4.426 -2.339
H -2.613 4.125 0.714
Cd 1.205 0.031 0.652
H -1.953 -0.522 -3.322
O -0.422 -0.026 -0.928
C -3.023 -0.700 4.131
O -0.543 -0.540 1.649
O -0.804 -0.261 3.802
C 4.319 1.929 -3.446
H 3.541 1.511 -5.326
B 2.737 0.033 2.064
O 1.450 -3.071 -1.896
C -0.545 3.154 2.611
H -4.197 -0.591 -2.776
H -0.814 5.324 2.707
H -3.612 0.207 4.274
H -4.118 1.503 -0.557
O 2.290 0.378 -1.261
H 3.909 2.928 -3.595
H -4.595 -0.149 -0.414
H 2.763 0.827 1.333
H 0.332 -5.733 -0.925
H -4.185 1.121 -2.901
H -1.660 -0.057 5.697
H 4.378 0.136 -4.557
C -0.035 2.840 1.251
H 1.764 0.140 2.519
C 3.655 0.938 -4.407
C -3.830 0.493 -0.850
H -1.154 2.294 2.890
H 1.916 -6.211 -1.174
C -1.651 -0.685 4.806
H 2.188 -0.657 -3.904
H 0.328 3.267 3.253
H -1.645 5.467 0.562
C -2.240 0.288 -2.652
H 2.471 -4.757 -2.765
O -2.565 0.224 -0.354
H 1.516 0.902 -4.046
H -2.276 4.447 3.010
C 1.547 -3.071 -0.552
H 3.581 0.153 2.725
H -2.732 -2.066 2.435
```

DFT (ωB97M-V with the def2-TZVPD basis set) results for a molecular structure, C20H34BF4N3NbO5SSi.

Energy above the lowest of the compared OMol25 structures with the same formula, charge and spin ... 0.300 eV
Total energy ... -2492.1602 hartree
Maximum force ... 4.70 eV Å⁻¹
Total charge ... +1
E_LUMO (alpha / beta) ... -5.83 / -5.83 eV
2S+1 ... 1
Orbital gap (alpha / beta) ... 6.56 / 6.56 eV

Structure (XYZ):
```
70
C20H34BF4N3NbO5SSi, DFT ωB97M-V with the def2-TZVPD basis set
H -3.729 -2.703 11.924
C -5.009 -4.813 20.114
H -7.678 -9.062 21.914
C -8.171 -3.113 15.129
H -7.940 -4.100 15.527
H -3.717 1.303 15.682
F -6.957 -6.621 14.383
H -7.145 -3.541 11.849
H -4.029 -0.065 14.454
H -0.020 -4.400 17.774
H -5.138 -3.852 20.577
H -1.916 -2.947 11.799
C -5.756 -5.910 20.641
H -7.751 -4.667 13.073
C -7.296 -2.827 13.922
O -4.703 -4.092 16.485
H -2.708 -5.144 14.621
H -7.096 -0.706 14.480
C -7.787 -3.628 12.772
Si -4.908 -2.915 15.393
C -7.143 -8.189 21.507
H -5.333 1.000 15.046
F -6.481 -8.382 15.802
B -6.342 -7.080 15.486
C -4.683 -0.369 16.540
N -2.958 -4.179 19.102
C -2.964 -4.706 13.660
C -5.645 0.378 17.459
Nb -4.523 -5.776 17.354
H -4.007 -4.855 13.341
O -3.461 -2.645 14.715
H -5.936 -0.283 18.317
H -3.880 -1.269 18.179
H -6.519 0.681 16.862
C -7.093 -1.330 13.587
C -5.919 -7.075 19.772
C -6.112 -6.073 21.982
H -0.358 -3.298 13.755
H -1.069 -1.850 14.440
O -5.438 -1.610 16.211
H -6.191 -1.172 13.014
F -6.699 -6.135 16.612
C -6.626 -7.254 22.458
C -2.597 -3.236 13.727
C -2.752 -2.516 12.398
H -7.923 -2.442 15.948
H -5.192 1.342 17.797
H -1.157 -3.493 15.322
N -4.094 -4.959 19.193
C -6.738 -8.128 20.197
H -0.817 -3.082 18.586
F -4.895 -6.767 15.367
H -2.742 -1.485 16.756
H -9.277 -2.967 14.966
C -1.241 -2.910 14.365
H -2.533 -1.469 12.436
H -8.842 -3.315 12.471
H -2.278 -5.120 12.880
O -5.913 -3.371 14.175
S -2.229 -6.231 17.400
H -6.909 -7.365 23.517
C -4.396 0.474 15.354
N -0.864 -4.016 18.207
C -1.996 -4.664 18.405
H -2.911 0.125 17.637
H -7.939 -0.921 13.010
H -5.961 -5.198 22.602
O -5.482 -7.069 18.479
C -3.447 -0.807 17.315
H -6.802 -8.962 19.519
```

DFT (ωB97M-V with the def2-TZVPD basis set) results for a molecular structure, C20H34BrCl24F7NbO5S.

Total energy ... -15930.9822 hartree
Maximum force ... 8.65 eV Å⁻¹
Total charge ... -1
E_LUMO ... 0.35 eV
2S+1 ... 1
Orbital gap ... 6.11 eV

Structure (XYZ):
```
93
C20H34BrCl24F7NbO5S, DFT ωB97M-V with the def2-TZVPD basis set
C 1.100 0.978 0.568
H -8.178 -3.187 0.966
C -7.321 -3.362 1.622
C -2.968 7.089 -3.800
C -2.742 -1.338 -0.249
F -5.136 -0.556 0.113
Cl -7.353 -2.183 2.939
H -5.410 2.188 8.846
H 3.414 0.311 -1.514
O 0.568 -3.356 -1.894
H -3.443 4.110 0.114
H 5.411 -1.914 1.060
H 6.724 -3.042 4.325
Cl -1.613 6.061 -4.282
F -4.886 -2.763 -0.824
H 1.157 1.236 -3.679
Cl -7.403 -5.015 2.245
H -3.355 1.199 -6.427
C 0.318 -2.615 4.023
Cl -4.032 2.580 -1.586
Cl 9.040 -3.010 3.708
H -6.394 -3.240 1.057
C 10.070 -4.439 3.557
C -4.310 -1.400 -0.827
Cl -3.233 3.035 8.499
H 3.416 -0.323 -3.282
C 2.925 -0.496 -2.206
C -2.382 0.885 -6.039
S -0.001 -2.087 -1.138
H 1.452 -5.859 2.100
C -2.257 -1.719 7.354
C -3.311 4.072 -0.970
Cl 1.192 -1.192 4.603
H 2.417 5.101 -6.579
H 0.260 9.428 -6.653
Cl -2.632 -0.284 -4.737
H 1.192 2.331 -1.252
C 2.452 -6.190 2.391
Cl -1.508 2.308 -5.459
H 0.801 -1.283 -3.962
Cl -1.617 -0.101 7.667
C -1.862 -2.445 -1.063
H 5.595 -4.421 4.465
Cl 6.183 -3.971 2.223
Cl -4.458 6.149 -3.651
F -2.318 0.067 -0.416
Cl 0.843 3.583 -7.470
H 2.452 -7.271 2.548
Cl -5.630 3.529 6.914
Cl -3.963 -1.650 6.895
Nb 0.654 -0.135 -2.551
Cl 9.105 -5.919 3.535
H 0.897 -3.088 3.226
H 0.836 5.873 -6.894
H 3.614 -1.358 0.877
Cl 1.387 7.941 -8.100
Cl 4.478 -2.396 3.987
Cl -1.584 4.145 -1.343
Cl -1.458 8.028 -7.469
O 2.418 0.961 0.802
O 5.711 -2.114 -1.706
H -3.111 7.866 -4.555
H -4.619 1.456 7.420
H -2.740 7.549 -2.836
H -1.122 0.202 -2.919
C 1.333 4.981 -6.506
C 5.839 -3.520 3.897
F -4.427 -0.712 -2.163
C 4.390 -2.178 0.536
H -1.803 0.412 -6.836
H 3.955 -3.233 0.879
O 0.681 -2.168 0.271
C -4.789 2.385 7.969
H 10.639 -4.371 2.626
O 3.221 -1.892 -1.850
H 10.756 -4.474 4.407
H -0.111 9.745 -8.372
F -2.345 -2.768 -2.428
Cl 0.068 -3.783 5.325
F -2.682 -1.658 1.195
H -0.551 1.874 -0.734
H -0.655 -2.301 3.635
Br -0.055 0.504 2.182
Cl 3.589 -5.797 1.095
H -3.811 4.926 -1.433
C 4.486 -2.035 -1.116
Cl 0.890 4.769 -4.807
C 0.032 8.968 -7.618
Cl 2.907 -5.390 3.900
F -1.970 -3.730 -0.274
C 0.526 1.402 -0.898
H -2.157 -2.323 8.260
H -1.688 -2.176 6.541
```